Computed, not measured: a molecular structure, C23H30ClIN5O6RuS, with ωB97M-V/def2-TZVPD.

ORCA input file:
```
! RIJCOSX wB97M-V def2-TZVPD def2/J DEFGRID3
* xyz 0 2
Ru -0.17076 -0.05881 -1.12382
Cl -4.02528 -0.70192 4.78238
C -2.97558 -1.05451 3.43822
C -2.40481 -2.29148 3.33086
C -1.58026 -2.61095 2.23887
I -0.70125 -4.48908 2.09014
C -1.30869 -1.69735 1.22958
O -0.59129 -1.92290 0.18566
C -1.89144 -0.40248 1.38205
N -1.58345 0.49441 0.40070
C -2.09583 1.70356 0.42971
C -2.96339 2.10951 1.45948
C -3.27033 1.24206 2.46624
C -2.73200 -0.06541 2.45796
H -2.60048 -3.03312 4.09323
H -1.80943 2.36806 -0.37202
H -3.36547 3.11234 1.44095
H -3.92778 1.53824 3.27251
C 0.68616 2.56007 2.77638
C 1.65076 1.49766 3.28512
N 3.05412 1.80164 3.01032
C 3.67869 2.87449 3.78680
C 3.92425 4.13013 2.96155
C 3.87025 1.07847 2.20487
O 5.07456 1.26682 2.13437
C 3.24526 0.00006 1.36484
C 3.73671 -1.29603 1.41489
C 3.16696 -2.26395 0.60727
C 2.12139 -1.90894 -0.22361
N 1.68524 -0.65267 -0.30810
C 2.24391 0.29058 0.46097
H -0.33518 2.28310 3.04537
H 0.74002 2.66216 1.69084
H 0.89988 3.53135 3.22456
H 1.40322 0.53367 2.84718
H 1.53943 1.39083 4.36771
H 4.62927 2.50069 4.16717
H 3.02482 3.08873 4.63286
H 4.60997 3.91242 2.14409
H 4.36898 4.90627 3.58594
H 2.99400 4.51556 2.54285
H 4.55728 -1.53158 2.08040
H 3.52113 -3.28444 0.62134
H 1.61287 -2.63551 -0.84021
H 1.87843 1.29856 0.32047
O -1.10892 1.30154 -2.62859
S 0.27132 1.90620 -2.49576
O 0.52814 3.03829 -3.30546
O 1.16425 0.70813 -2.70271
O 0.35285 2.12138 -1.00014
C -0.75265 -2.49525 -5.03283
C -2.09493 -1.93343 -4.55503
C -3.10070 -3.07661 -4.39746
C -2.61655 -0.91093 -5.55740
N -2.00062 -1.21344 -3.26865
N -1.02204 -1.65167 -2.34128
H -0.87373 -2.92885 -6.02569
H -0.38587 -3.29575 -4.38526
H 0.00414 -1.70852 -5.09709
H -3.33722 -3.52542 -5.36451
H -4.02110 -2.69513 -3.95608
H -2.70395 -3.85902 -3.74578
H -2.76867 -1.37541 -6.53131
H -1.91214 -0.08380 -5.66708
H -3.57016 -0.50396 -5.21517
H -1.92073 -0.21551 -3.38609
H -0.26831 -2.14615 -2.81168
H -1.44730 -2.24697 -1.63791
*
```

Properties
**⟨S²⟩**: 0.755
**Gap between HOMO and LUMO (alpha / beta)**: 7.1622 / 7.2659 eV

***

Computed, not measured: a molecular structure, C23H30ClO5Tc, with ωB97M-V/def2-TZVPD.

ORCA input file:
```
! RIJCOSX wB97M-V def2-TZVPD def2/J DEFGRID3
* xyz -1 4
C -1.69466 2.60304 0.45820
C -0.14643 2.59679 0.54759
C -2.13512 1.55874 -0.61437
C -0.90897 1.36708 -1.50320
H -2.96891 1.98321 -1.17843
H -2.41064 0.61239 -0.10251
C 0.26864 1.63381 -0.54459
H 0.15765 2.23612 1.53671
H 0.28992 3.58204 0.36152
C 0.43059 0.24302 0.06757
H 1.16396 1.93583 -1.09360
H -0.94883 2.01910 -2.39372
C -0.66201 -0.10374 -1.97332
C -2.39556 2.25432 1.74559
C -2.32095 3.98135 0.24219
O -3.12496 4.16406 -0.65978
O -1.89391 1.70483 2.72196
O -3.67081 2.67025 1.70012
O -2.00765 4.98817 1.08541
C -1.17005 4.92546 2.27455
H -0.22673 4.37712 2.14038
H -1.73368 4.51499 3.12199
H -0.95485 5.97979 2.45840
C -4.43300 2.37626 2.87022
H -4.47118 1.29488 3.04681
H -5.42664 2.77600 2.65959
H -3.99590 2.87368 3.74448
O 0.16385 -0.68465 -0.99270
H -0.33903 0.03957 0.84116
H 1.43124 0.07917 0.51983
C 0.03661 -0.05330 -3.33685
C -1.92986 -0.95720 -2.12631
H -2.75509 -0.31516 -2.47452
H -2.21172 -1.46240 -1.19591
H -1.75722 -1.72343 -2.89342
H 0.41655 -1.04707 -3.60528
H 0.85816 0.67125 -3.30432
H -0.68291 0.28347 -4.09893
Tc 2.42850 -2.95146 -0.51020
C 4.37746 -2.97267 -1.50078
C 3.82345 -1.67561 -1.83399
C 3.64035 -0.93913 -0.62760
H 3.61749 -1.29131 -2.83634
C 4.02319 -1.78327 0.46608
C 4.50548 -3.03169 -0.06808
H 4.94741 -3.83463 0.49382
H 4.70413 -3.72222 -2.19844
H 3.37066 0.11570 -0.55593
H 4.02352 -1.47610 1.50895
C 0.45572 -4.58756 0.12270
C 1.84202 -4.63272 0.57569
C 1.98537 -3.51532 1.52232
H 2.49590 -5.49337 0.55694
C 0.69135 -2.88502 1.66017
C -0.22120 -3.56148 0.81739
H -1.30163 -3.38009 0.81488
H 0.00843 -5.28489 -0.58327
H 2.80810 -3.40880 2.22308
H 0.42807 -2.13714 2.40743
Cl 1.50631 -3.53003 -2.50732
*
```

Properties
**⟨S²⟩**: 3.783
**Gap between HOMO and LUMO (alpha / beta)**: 3.6416 / 4.9400 eV

***

Max |F| per entry: 0.0507, 0.0534 hartree/bohr
E per entry: -2870.635048, -1811.546551 Eh